{
  "formula": "C9H11N2O3P",
  "method": "ωB97M-V/def2-TZVPD",
  "species": ["N", "P", "C", "C", "C", "C", "C", "N", "O", "C", "O", "C", "C", "C", "O", "H", "H", "H", "H", "H", "H", "H", "H", "H", "H", "H"],
  "coordinates": [[-1.057, -1.542, 3.396], [0.075, -1.022, 2.357], [-0.547, -1.066, 0.558], [-0.874, 0.093, -0.190], [-0.769, 1.550, 0.418], [0.432, 2.424, -0.155], [1.846, 1.705, -0.119], [2.460, 1.407, -1.435], [2.411, 1.450, 0.957], [-1.397, -0.155, -1.675], [-2.008, 0.737, -2.296], [-1.197, -1.551, -2.414], [-0.850, -2.683, -1.652], [-0.717, -2.511, -0.086], [-0.775, -3.467, 0.703], [-1.214, -0.761, 4.060], [0.477, 0.299, 2.745], [1.176, -1.934, 2.483], [-0.795, 1.517, 1.554], [-1.734, 2.093, 0.112], [0.521, 3.340, 0.533], [0.257, 2.832, -1.197], [3.068, 2.196, -1.715], [2.998, 0.535, -1.394], [-1.296, -1.683, -3.530], [-0.699, -3.700, -2.116]],
  "atomic_forces_ev_per_a": [[1.0, 1.5, -0.6], [-2.4, -1.3, 1.8], [0.1, 1.6, -2.3], [0.7, -2.3, 1.0], [-1.1, -0.1, -1.0], [0.7, 0.7, 0.4], [0.9, 0.0, 1.4], [-0.6, 0.4, 1.2], [-1.7, 0.2, -2.8], [-1.1, 1.1, -1.4], [1.8, -2.1, 1.8], [1.2, -1.9, 2.5], [-0.6, 2.7, -0.2], [-0.2, -0.9, 1.3], [0.4, 2.2, -2.3], [-0.1, -0.7, -0.5], [0.4, -0.7, -0.9], [-0.1, 0.8, -0.9], [0.3, -0.1, -1.6], [1.4, -0.8, 0.4], [-0.1, -1.3, -0.9], [-0.1, -0.8, 1.2], [-0.5, -0.7, 0.1], [0.0, 0.7, 0.3], [-0.1, 0.8, 1.5], [-0.3, 1.3, 0.8]],
  "de_lowest_kj_mol": 223.0,
  "smiles": "N=[PH2]C1=C(CCC(N)=O)C(=O)C=CC1=O",
  "homo_energy_ha": -0.30694
}